# 1
The following is a DFT calculation (ωB97M-V with the def2-TZVPD basis set) of a structure of composition C54H64N6O9P3PbS.

Each line ends with the Löwdin charge.
Geometry (Å):
1 Pb -0.46 0.13 0.37  1.3737
2 O -1.58 -2.59 2.81  -0.3417
3 S -0.51 -3.16 2.01  0.4209
4 O -0.70 -4.55 1.67  -0.3377
5 O -0.21 -2.33 0.82  -0.5562
6 C 0.90 -3.14 3.14  -0.2512
7 C 1.11 -4.32 3.83  -0.0719
8 C 2.05 -4.40 4.85  -0.0867
9 C 2.76 -3.26 5.20  -0.0799
10 C 2.54 -2.07 4.53  -0.0896
11 C 1.63 -1.99 3.48  -0.3180
12 P 1.33 -0.36 2.68  1.0925
13 C 0.64 0.36 4.25  -0.3381
14 C -0.60 -0.13 4.64  -0.0895
15 C -1.19 0.31 5.82  -0.0744
16 C -0.54 1.25 6.61  -0.0937
17 C 0.70 1.73 6.23  -0.0849
18 C 1.29 1.29 5.05  -0.0802
19 C 2.98 0.44 2.59  -0.3416
20 C 2.98 1.82 2.39  -0.1005
21 C 4.16 2.52 2.20  -0.0643
22 C 5.37 1.85 2.23  -0.0976
23 C 5.39 0.48 2.44  -0.0900
24 C 4.20 -0.22 2.61  -0.1057
25 H 0.52 -5.18 3.55  0.1061
26 H 2.21 -5.33 5.38  0.0979
27 H 3.47 -3.29 6.01  0.0997
28 H 3.08 -1.18 4.83  0.1068
29 H -1.10 -0.86 4.02  0.0771
30 H -2.16 -0.07 6.11  0.1009
31 H -1.01 1.61 7.52  0.0968
32 H 1.21 2.46 6.84  0.1005
33 H 2.26 1.68 4.77  0.0959
34 H 2.04 2.35 2.39  0.0893
35 H 4.12 3.59 2.02  0.1103
36 H 6.30 2.40 2.10  0.0951
37 H 6.33 -0.05 2.46  0.0950
38 H 4.23 -1.29 2.74  0.0811
39 O 0.15 6.10 3.11  0.1068
40 C 0.02 5.02 2.60  -0.2722
41 C -0.73 3.84 3.18  -0.2875
42 O -1.32 3.84 4.24  0.0907
43 C -0.57 2.75 2.22  -0.3238
44 C 0.23 3.18 1.13  -0.3897
45 O 0.57 2.40 0.18  -0.2133
46 C 0.56 4.59 1.26  -0.3156
47 O 1.14 5.29 0.45  0.0617
48 O -1.06 1.57 2.28  -0.2423
49 C 2.87 1.81 -3.09  -0.0458
50 N 2.76 0.43 -2.64  -0.1683
51 C 2.97 0.30 -1.20  -0.0725
52 C 1.81 -0.37 -3.25  -0.3669
53 N 0.82 -0.85 -2.59  0.1610
54 C 0.07 -1.97 -2.88  -0.2375
55 C 0.73 -3.17 -3.11  -0.0752
56 C 0.05 -4.37 -3.28  -0.0900
57 C -1.31 -4.40 -3.22  -0.0484
58 C -2.05 -3.21 -3.01  -0.1552
59 C -3.46 -3.26 -3.02  -0.0500
60 C -4.19 -2.12 -2.93  -0.0854
61 C -3.55 -0.88 -2.85  -0.0810
62 C -2.17 -0.77 -2.80  -0.2494
63 N -1.62 0.50 -2.66  0.1431
64 C -1.94 1.49 -3.41  -0.3546
65 N -2.48 1.42 -4.71  -0.1569
66 C -2.41 0.21 -5.50  -0.0566
67 C -3.66 2.21 -4.99  -0.0686
68 N -1.70 2.78 -3.03  -0.1535
69 C -1.72 3.22 -1.65  -0.0420
70 C -1.27 3.81 -3.97  -0.0609
71 C -1.37 -1.96 -2.86  -0.0319
72 N 2.06 -0.56 -4.60  -0.1348
73 C 1.12 -1.16 -5.51  -0.0577
74 C 3.41 -0.49 -5.14  -0.0698
75 H 3.90 2.16 -2.97  0.0889
76 H 2.22 2.46 -2.48  0.0921
77 H 2.58 1.90 -4.14  0.0801
78 H 4.05 0.38 -1.00  0.0977
79 H 2.62 -0.66 -0.84  0.0329
80 H 2.46 1.09 -0.64  0.0661
81 H 1.82 -3.16 -3.14  0.1060
82 H 0.61 -5.28 -3.48  0.1040
83 H -1.86 -5.33 -3.34  0.1059
84 H -3.94 -4.22 -3.10  0.1059
85 H -5.28 -2.15 -2.93  0.1044
86 H -4.13 0.03 -2.82  0.0955
87 H -1.50 -0.33 -5.26  0.0623
88 H -2.39 0.49 -6.56  0.0918
89 H -3.27 -0.45 -5.34  0.0871
90 H -3.77 3.01 -4.27  0.0826
91 H -4.56 1.58 -4.95  0.0865
92 H -3.60 2.64 -6.00  0.0871
93 H -2.04 2.39 -1.02  0.0395
94 H -2.42 4.05 -1.56  0.0945
95 H -0.74 3.55 -1.32  0.0790
96 H -1.10 3.37 -4.95  0.0868
97 H -0.35 4.26 -3.60  0.0924
98 H -2.03 4.60 -4.06  0.0843
99 H 0.12 -1.13 -5.10  0.0554
100 H 1.37 -2.21 -5.73  0.0928
101 H 1.13 -0.61 -6.46  0.0932
102 H 4.11 -0.28 -4.34  0.0839
103 H 3.49 0.29 -5.90  0.0852
104 H 3.67 -1.45 -5.61  0.0848
105 C -4.89 0.78 -0.32  -0.2660
106 P -3.45 0.63 0.84  0.8849
107 C -4.08 -0.79 1.81  -0.2593
108 C -3.92 2.04 1.91  -0.3861
109 C -4.18 3.28 1.33  -0.1063
110 C -4.59 4.35 2.11  -0.0856
111 C -4.74 4.19 3.48  -0.0923
112 C -4.44 2.98 4.07  -0.0817
113 C -4.03 1.90 3.29  -0.0911
114 H -5.80 0.95 0.25  0.0502
115 H -4.98 -0.14 -0.89  0.0087
116 H -4.75 1.61 -1.02  0.0269
117 H -5.01 -0.53 2.33  0.0488
118 H -3.33 -1.15 2.51  0.0112
119 H -4.28 -1.60 1.11  0.0487
120 H -4.05 3.41 0.26  0.0805
121 H -4.78 5.31 1.65  0.0988
122 H -5.05 5.03 4.09  0.0992
123 H -4.49 2.86 5.14  0.1049
124 H -3.74 0.97 3.75  0.0975
125 C 4.43 -4.10 1.24  -0.1602
126 P 3.23 -3.17 0.21  0.5885
127 C 2.02 -4.40 -0.31  -0.1563
128 C 4.18 -2.70 -1.28  -0.1633
129 O 2.73 -1.96 0.89  -0.3916
130 H 4.80 -4.98 0.73  0.0476
131 H 3.91 -4.40 2.15  0.0431
132 H 5.25 -3.44 1.50  0.0452
133 H 2.47 -5.17 -0.94  0.0607
134 H 1.22 -3.88 -0.83  0.0287
135 H 1.57 -4.85 0.58  0.0438
136 H 4.52 -3.57 -1.85  0.0510
137 H 5.04 -2.11 -0.95  0.0554
138 H 3.54 -2.07 -1.89  0.0145

The value obtained for the total energy is -128358.772 eV. The charge is -1. The calculation puts the maximum force at 1.2 eV/A. The value obtained for the orbital gap is 6.3240 eV. The calculation puts the LUMO energy at 2.041 eV. The calculation puts the highest occupied orbital energy at -4.28 eV.

***

# 2
The following is a DFT calculation (ωB97M-V with the def2-TZVPD basis set) of a structure of composition C54H66AsN4O4PbSSi2.

Each line ends with the natural charge from an NBO analysis.
Geometry (Å):
1 Pb 0.14 0.08 0.75  1.5155
2 C 2.15 2.67 7.51  -0.6270
3 C 2.43 1.85 6.28  -0.0191
4 C 3.50 2.16 5.44  -0.2244
5 C 3.75 1.40 4.30  -0.2066
6 C 2.89 0.35 3.98  -0.2681
7 C 1.82 0.03 4.81  -0.1877
8 C 1.61 0.77 5.96  -0.2094
9 S 3.25 -0.69 2.60  2.3282
10 O 4.67 -0.96 2.66  -0.9813
11 O 2.36 -1.81 2.75  -0.9584
12 N 2.81 0.13 1.28  -1.0420
13 C 3.78 0.73 0.45  0.1839
14 C 5.07 1.09 0.84  -0.2878
15 C 5.98 1.73 -0.01  -0.1738
16 C 5.66 2.08 -1.29  -0.2652
17 C 4.36 1.77 -1.75  -0.0999
18 C 3.92 2.15 -3.04  -0.1424
19 C 2.65 1.86 -3.45  -0.2773
20 C 1.82 1.15 -2.56  0.0421
21 N 2.20 0.78 -1.37  -0.4433
22 C 3.43 1.09 -0.91  0.1838
23 H 2.84 3.51 7.60  0.2074
24 H 2.25 2.06 8.41  0.2148
25 H 1.13 3.06 7.49  0.2205
26 H 4.16 2.98 5.69  0.2014
27 H 4.60 1.61 3.67  0.2218
28 H 1.19 -0.82 4.56  0.2610
29 H 0.79 0.51 6.62  0.2111
30 H 5.39 0.86 1.84  0.2372
31 H 6.97 1.97 0.37  0.2046
32 H 6.36 2.58 -1.95  0.2030
33 H 4.60 2.69 -3.68  0.2051
34 H 2.28 2.16 -4.42  0.2118
35 H 0.80 0.87 -2.84  0.1944
36 C -0.55 -4.53 -0.41  -1.1325
37 Si 0.61 -3.40 0.56  1.8913
38 C 1.86 -2.73 -0.69  -1.1428
39 C 1.57 -4.55 1.68  -1.1460
40 N -0.28 -2.09 1.24  -1.4138
41 C -1.01 -2.24 2.43  0.1174
42 C -1.39 -3.50 2.93  -0.2715
43 C -2.02 -3.66 4.16  -0.2415
44 C -2.31 -2.55 4.94  -0.2649
45 C -2.00 -1.29 4.44  -0.2942
46 C -1.41 -1.09 3.18  0.2166
47 N -1.21 0.18 2.62  -1.4308
48 Si -2.15 1.56 3.02  1.8583
49 C -1.63 2.54 4.55  -1.1376
50 C -3.98 1.16 3.26  -1.1443
51 C -2.05 2.78 1.61  -1.1513
52 H 0.00 -5.17 -1.11  0.2253
53 H -1.25 -3.93 -1.00  0.2078
54 H -1.15 -5.18 0.24  0.2243
55 H 2.16 -3.53 -1.37  0.2282
56 H 2.75 -2.37 -0.17  0.2504
57 H 1.46 -1.91 -1.28  0.2330
58 H 1.84 -5.46 1.13  0.2183
59 H 1.01 -4.84 2.58  0.2370
60 H 2.48 -4.06 2.02  0.2604
61 H -1.16 -4.38 2.34  0.1981
62 H -2.27 -4.66 4.51  0.1937
63 H -2.78 -2.65 5.91  0.1948
64 H -2.23 -0.41 5.04  0.1946
65 H -1.90 2.02 5.48  0.2229
66 H -2.13 3.52 4.55  0.2235
67 H -0.55 2.70 4.55  0.2308
68 H -4.13 0.09 3.47  0.2473
69 H -4.56 1.40 2.36  0.2237
70 H -4.40 1.72 4.10  0.2242
71 H -1.01 3.09 1.40  0.2562
72 H -2.62 3.69 1.86  0.2227
73 H -2.45 2.36 0.68  0.2376
74 C 0.82 -5.29 -5.37  -0.2085
75 C 1.58 -4.18 -5.02  -0.2155
76 C 0.99 -3.14 -4.32  -0.2465
77 C -0.36 -3.19 -3.97  -0.2031
78 C -1.11 -4.31 -4.32  -0.2542
79 C -0.52 -5.35 -5.01  -0.2129
80 As -1.08 -1.65 -2.98  0.9706
81 C -2.98 -2.05 -3.13  -0.3320
82 C -3.74 -2.84 -2.27  -0.2074
83 C -5.11 -2.97 -2.49  -0.2205
84 C -5.71 -2.31 -3.55  -0.1963
85 C -4.96 -1.52 -4.40  -0.2398
86 C -3.59 -1.38 -4.20  0.0171
87 C -2.68 -0.56 -5.02  0.0000
88 C -3.03 0.17 -6.15  -0.2289
89 C -2.07 0.87 -6.86  -0.2156
90 C -0.74 0.84 -6.45  -0.2039
91 C -0.38 0.12 -5.31  -0.2217
92 C -1.35 -0.57 -4.60  -0.3110
93 H 1.28 -6.12 -5.90  0.2058
94 H 2.63 -4.13 -5.28  0.2109
95 H 1.59 -2.28 -4.02  0.2159
96 H -2.16 -4.37 -4.04  0.2204
97 H -1.11 -6.22 -5.28  0.2078
98 H -3.27 -3.34 -1.43  0.2329
99 H -5.70 -3.59 -1.82  0.2154
100 H -6.78 -2.41 -3.71  0.2083
101 H -5.45 -0.99 -5.22  0.2061
102 H -4.06 0.19 -6.49  0.2056
103 H -2.35 1.44 -7.74  0.2084
104 H 0.02 1.37 -7.01  0.2082
105 H 0.66 0.09 -5.00  0.2146
106 C -1.57 3.33 -2.20  -0.6109
107 C -2.77 2.43 -2.38  -0.0563
108 O -2.64 1.33 -1.50  -0.5477
109 C -3.87 0.70 -1.17  -0.0621
110 C -3.62 -0.26 -0.03  -0.6114
111 H -1.67 4.21 -2.84  0.1992
112 H -0.65 2.81 -2.47  0.2080
113 H -1.49 3.65 -1.16  0.2278
114 H -2.85 2.07 -3.41  0.1621
115 H -3.69 2.98 -2.15  0.1584
116 H -4.26 0.17 -2.05  0.1648
117 H -4.60 1.46 -0.88  0.1593
118 H -2.83 -0.96 -0.29  0.2163
119 H -4.53 -0.82 0.19  0.2101
120 H -3.31 0.28 0.87  0.2314
121 C 3.37 4.35 0.57  -0.4330
122 C 2.97 4.37 2.06  -0.4268
123 C 1.73 3.49 2.03  -0.0754
124 O 1.04 3.88 0.84  -0.5440
125 C 2.01 4.26 -0.15  -0.0663
126 H 3.96 3.45 0.37  0.2238
127 H 3.94 5.22 0.27  0.2043
128 H 2.70 5.38 2.37  0.1939
129 H 3.75 3.98 2.72  0.2148
130 H 1.05 3.63 2.88  0.1947
131 H 2.02 2.43 1.98  0.1895
132 H 1.70 5.22 -0.57  0.1673
133 H 2.03 3.52 -0.96  0.1767

The value obtained for the total energy is -163902.644 eV. The charge is -1. The calculation puts the maximum force at 0.9 eV/A. The value obtained for the orbital gap is 6.1299 eV. The calculation puts the LUMO energy at 2.213 eV. The calculation puts the highest occupied orbital energy at -3.92 eV.

***

# 3
The following is a DFT calculation (ωB97M-V with the def2-TZVPD basis set) of a structure of composition C54H67ClI2N6O13Si2.

Each line ends with the Löwdin charge.
Geometry (Å):
1 C 7.57 0.80 3.36  -0.1576
2 C 8.24 0.54 1.86  -0.2510
3 C 7.29 -0.61 1.11  -0.2268
4 C 7.04 -0.31 -0.48  -0.2084
5 C 5.95 0.94 -0.59  -0.1937
6 C 4.43 0.39 -0.21  -0.2205
7 C 3.29 0.96 -1.26  -0.2277
8 C 3.03 2.53 -0.86  -0.2199
9 C 1.74 3.17 -1.70  -0.1932
10 C 0.41 2.37 -1.18  -0.2257
11 C -0.96 3.31 -1.11  -0.2026
12 C -1.88 2.71 0.12  -0.2476
13 C -3.38 3.35 0.23  -0.1938
14 C -3.85 3.15 1.82  -0.2545
15 C -4.52 1.66 2.05  -0.2899
16 Si -3.49 0.52 3.24  0.2269
17 Cl -1.38 0.52 2.84  0.2566
18 O -4.23 -1.07 3.32  -0.4750
19 Si -3.30 -2.29 2.47  0.4300
20 C -4.61 -3.46 1.58  -0.7698
21 I -6.62 -3.73 2.50  0.7058
22 C -4.27 -4.16 0.28  -0.7068
23 C -5.40 -5.15 -0.45  -0.2091
24 I -2.27 -3.95 -0.68  0.9101
25 H 6.43 1.13 3.28  0.0793
26 H 8.19 1.54 4.02  0.0728
27 H 7.55 -0.27 3.88  0.0809
28 H 8.22 1.54 1.24  0.0912
29 H 9.35 0.13 1.93  0.1076
30 H 6.26 -0.56 1.67  0.0943
31 H 7.74 -1.67 1.32  0.1116
32 H 6.62 -1.29 -0.98  0.1096
33 H 8.02 -0.01 -1.04  0.0902
34 H 5.99 1.49 -1.62  0.0922
35 H 6.23 1.69 0.29  0.1061
36 H 4.13 0.77 0.87  0.1087
37 H 4.41 -0.80 -0.15  0.1124
38 H 2.33 0.27 -1.11  0.1063
39 H 3.66 0.78 -2.35  0.1125
40 H 2.80 2.60 0.31  0.1189
41 H 4.03 3.10 -1.04  0.1083
42 H 1.71 4.32 -1.38  0.1099
43 H 1.89 3.05 -2.88  0.1219
44 H 0.15 1.41 -1.80  0.0911
45 H 0.62 2.01 -0.06  0.1123
46 H -0.59 4.39 -0.80  0.1153
47 H -1.51 3.38 -2.14  0.1042
48 H -1.93 1.54 -0.03  0.1012
49 H -1.31 2.92 1.12  0.0887
50 H -4.13 2.71 -0.44  0.1037
51 H -3.47 4.46 -0.13  0.1150
52 H -4.66 3.98 2.04  0.0900
53 H -2.94 3.35 2.52  0.0996
54 H -5.55 1.86 2.62  0.0952
55 H -4.84 1.12 1.04  0.0887
56 H -3.66 1.12 4.59  -0.0188
57 H -2.68 -3.15 3.50  -0.0149
58 H -2.35 -1.78 1.49  -0.0853
59 H -4.94 -5.72 -1.38  0.0639
60 H -5.83 -5.92 0.35  0.0681
61 H -6.31 -4.52 -0.88  0.0885
62 C 11.48 1.76 -3.72  -0.0725
63 C 10.43 1.73 -2.80  -0.0646
64 C 9.11 1.86 -3.23  -0.0007
65 C 8.85 2.01 -4.60  -0.1377
66 C 9.90 2.04 -5.53  0.0000
67 C 11.21 1.92 -5.08  -0.0675
68 N 7.46 2.12 -5.07  -0.3223
69 O 6.56 2.11 -4.21  0.0503
70 O 7.27 2.22 -6.29  0.0639
71 H 12.51 1.65 -3.38  0.1079
72 H 10.65 1.61 -1.74  0.1082
73 H 8.31 1.84 -2.50  0.0962
74 H 9.71 2.16 -6.59  0.1192
75 H 12.04 1.94 -5.80  0.1084
76 C -9.52 3.85 6.43  -0.0700
77 C -9.69 4.81 5.43  -0.0711
78 C -8.60 5.24 4.68  -0.0045
79 C -7.33 4.70 4.93  -0.1396
80 C -7.16 3.74 5.94  0.0034
81 C -8.26 3.32 6.69  -0.0555
82 N -6.18 5.12 4.13  -0.3200
83 O -6.37 5.99 3.26  0.0589
84 O -5.08 4.59 4.36  0.0450
85 H -10.38 3.52 7.01  0.1080
86 H -10.68 5.22 5.24  0.1069
87 H -8.75 5.99 3.90  0.1173
88 H -6.18 3.31 6.15  0.1002
89 H -8.13 2.57 7.47  0.1011
90 C -1.28 0.62 9.59  -0.0709
91 C -2.32 0.59 10.52  -0.0672
92 C -3.64 0.72 10.08  -0.0001
93 C -3.91 0.87 8.71  -0.1372
94 C -2.86 0.90 7.78  0.0064
95 C -1.54 0.78 8.23  -0.0595
96 N -5.30 0.98 8.25  -0.3123
97 O -6.19 0.97 9.10  0.0607
98 O -5.49 1.08 7.03  0.0467
99 H -0.25 0.51 9.93  0.1086
100 H -2.11 0.47 11.58  0.1087
101 H -4.45 0.70 10.82  0.1187
102 H -3.05 1.02 6.72  0.0835
103 H -0.72 0.80 7.52  0.1106
104 C -1.04 -6.77 -2.33  -0.1215
105 C -1.92 -7.64 -2.95  -0.0658
106 C -1.45 -8.81 -3.55  -0.0022
107 C -0.08 -9.10 -3.52  -0.1426
108 C 0.82 -8.22 -2.89  0.0073
109 C 0.33 -7.05 -2.30  -0.0583
110 N 0.43 -10.33 -4.12  -0.3270
111 O -0.39 -11.08 -4.68  0.0558
112 O 1.64 -10.57 -4.04  0.0627
113 H -1.41 -5.86 -1.85  -0.1101
114 H -2.99 -7.42 -2.97  0.1018
115 H -2.15 -9.48 -4.04  0.1174
116 H 1.89 -8.42 -2.86  0.1220
117 H 1.02 -6.36 -1.81  0.1031
118 C -5.95 2.24 -5.26  -0.0717
119 C -5.92 1.51 -4.07  -0.0651
120 C -4.70 1.08 -3.54  -0.0013
121 C -3.51 1.39 -4.21  -0.1423
122 C -3.54 2.11 -5.41  0.0010
123 C -4.76 2.53 -5.93  -0.0658
124 N -2.23 0.95 -3.65  -0.3172
125 O -2.25 0.30 -2.59  0.0469
126 O -1.20 1.27 -4.26  0.0491
127 H -6.90 2.58 -5.67  0.1085
128 H -6.85 1.29 -3.55  0.1094
129 H -4.70 0.52 -2.61  0.1171
130 H -2.62 2.35 -5.95  0.1190
131 H -4.79 3.10 -6.86  0.1091
132 C 1.98 -1.17 -5.72  -0.0641
133 C 2.42 -2.20 -6.56  -0.0662
134 C 2.89 -3.39 -6.01  -0.0014
135 C 2.92 -3.55 -4.62  -0.1442
136 C 2.49 -2.51 -3.78  0.0022
137 C 2.02 -1.32 -4.34  -0.0614
138 N 3.40 -4.81 -4.04  -0.3236
139 O 3.79 -5.69 -4.82  0.0621
140 O 3.38 -4.92 -2.81  0.0459
141 H 1.60 -0.25 -6.16  0.1097
142 H 2.38 -2.07 -7.64  0.1082
143 H 3.23 -4.18 -6.68  0.1186
144 H 2.51 -2.62 -2.70  0.1161
145 H 1.68 -0.52 -3.69  0.0964

The value obtained for the total energy is -137100.196 eV. The calculation puts the maximum force at 5.4 eV/A. The value obtained for the orbital gap is 7.9394 eV. The calculation puts the LUMO energy at -0.893 eV. The calculation puts the highest occupied orbital energy at -8.83 eV.